[1]
DFT (the ωB97M-V functional and the def2-TZVPD basis) results for 2 unconnected molecules or ions with the total composition C6H14NO.

Values from the calculation:
**2S+1**: 3
**Charge**: +1
**Energy relative to the best compared isomer or geometry (same formula, charge and spin)**: 60.8 kcal per mole
**Calculated total energy**: -9972.3235 eV
**Kohn-Sham gap (alpha / beta)**: 6.446 / 7.773 eV
**Expectation value of S²**: 2.006
**HOMO energy (alpha / beta)**: -10.0869 / -15.0549 eV

XYZ file:
```
22
Properties=species:S:1:pos:R:3:forces:R:3
C -0.123 -0.221 -0.726 0.668 -4.064 -3.031
C 1.889 0.007 1.222 -0.715 0.984 0.765
C 1.104 -2.322 0.650 1.487 3.159 -2.430
C -1.336 1.404 -2.146 1.852 0.166 1.303
C -1.448 1.558 0.203 -2.576 0.416 -3.167
C 0.735 -0.928 1.083 -0.839 -1.394 0.259
N -0.923 0.751 -0.896 -2.835 4.647 0.259
O -0.409 -0.851 1.900 3.451 2.990 -2.056
H 0.176 -0.681 -1.731 0.553 -0.386 2.136
H 2.241 -0.237 2.277 -0.195 1.203 -0.920
H 1.533 1.042 0.953 0.784 -0.710 1.262
H 2.719 -0.216 0.532 -0.669 -0.290 0.162
H 1.749 -2.339 -0.307 -1.317 0.112 1.404
H 0.209 -2.800 0.564 -1.979 -2.292 -0.292
H 1.761 -2.587 1.410 0.999 -1.354 1.639
H -1.206 2.444 -2.251 0.881 1.464 0.657
H -2.331 1.287 -2.201 -3.918 -0.544 0.268
H -1.052 1.006 -3.032 1.856 -1.812 -2.410
H -2.519 1.880 0.069 0.953 -0.294 -0.632
H -0.873 2.421 0.197 1.183 1.610 1.014
H -1.547 0.942 0.972 0.499 -1.917 4.043
H -0.818 -1.605 2.293 -0.122 -1.694 -0.233
```
Forces are in eV/Å.

Results of the Löwdin charge analysis, in e, for atoms 1 through 2: 0.072 -0.014

***

[2]
DFT (the ωB97M-V functional and the def2-TZVPD basis) results for a molecular structure, C6H14NO2S.

Values from the calculation:
**Charge**: -1
**Energy relative to the best compared isomer or geometry (same formula, charge and spin)**: 29.9 kcal per mole
**Calculated total energy**: -22866.7319 eV
**Kohn-Sham gap**: 6.849 eV
**HOMO energy**: -3.0601 eV

XYZ file:
```
24
Properties=species:S:1:pos:R:3:forces:R:3
C 0.412 -0.414 0.508 -1.222 2.852 -0.427
C -1.315 -2.203 -0.091 2.043 0.339 -0.308
C -1.986 1.090 0.550 1.447 -2.580 1.838
C -0.165 2.098 -0.723 0.652 1.223 -0.454
C -0.086 -1.376 -0.622 -3.466 3.372 0.526
C -0.500 1.344 0.549 2.265 -2.799 -1.496
N 2.824 -1.233 0.727 -3.696 -1.817 0.450
O 2.622 1.265 0.553 -0.835 0.377 0.179
O 2.261 -0.129 -1.443 -0.309 0.619 0.538
S 1.977 0.087 -0.015 1.622 -1.978 -0.146
H -1.042 -2.815 0.769 0.194 -0.095 -0.042
H -2.039 -1.515 0.247 -1.008 0.286 0.323
H -1.697 -2.814 -0.880 -0.492 -0.550 -0.511
H -2.103 0.102 0.095 -0.338 0.463 0.016
H -2.391 1.011 1.559 -0.198 0.122 -0.009
H -2.511 1.735 -0.050 -1.364 1.994 -1.169
H 0.798 2.627 -0.768 -0.118 -0.316 0.561
H -0.910 2.857 -0.925 -0.462 0.659 0.255
H -0.172 1.587 -1.670 -0.094 -1.181 -0.197
H -0.474 -0.655 -1.515 0.784 -1.890 1.395
H 0.667 -2.003 -0.971 1.353 -0.904 -0.687
H 0.024 1.783 1.401 -0.639 -0.043 0.010
H 3.611 -0.929 1.167 3.069 1.427 1.029
H 2.198 -1.499 1.550 0.810 0.418 -1.674
```
Forces are in eV/Å.

Results of the Löwdin charge analysis, in e, for atoms 1 through 2: -0.310 -0.130

***

Question: What is the calculated total energy in the first record?
Answer: -9972.3235 eV